Version a
This record from the Open Molecules 2025 dataset describes the molecule C2H6N2O2. The level of theory is ωB97M-V with the def2-TZVPD basis set.

For the molecular weight, the calculation gives 90.1 g mol⁻¹. The calculation puts the HOMO energy at -8.4 eV. The value obtained for the HOMO-LUMO gap is 8.40 eV.

```
! RIJCOSX wB97M-V def2-TZVPD def2/J DEFGRID3
* xyz 0 1
O 2.07387 -0.14167 0.47861
O -1.99836 0.17160 0.60930
N 0.09096 1.41775 -0.24735
N 0.08572 0.08169 -0.67498
C 1.03743 -0.69187 -0.13019
C -1.32010 -0.69971 0.06943
H -1.65648 -1.32043 -0.77309
H 1.21853 -1.67503 -0.54611
H -0.15676 1.54571 0.73768
H -0.70759 1.83979 -0.72876
H 1.88190 0.83260 0.47858
H -0.54913 -1.36043 0.72689
*
```

=====

Version b
This record from the Open Molecules 2025 dataset describes the molecule C2H6N2O2. The level of theory is ωB97M-V with the def2-TZVPD basis set.

For the molecular weight, the calculation gives 90.1 g mol⁻¹. The calculation puts the HOMO energy at -9.2 eV. The value obtained for the HOMO-LUMO gap is 9.32 eV. Its SMILES is [H]/N=C(/CO)NO.

```
! RIJCOSX wB97M-V def2-TZVPD def2/J DEFGRID3
* xyz 0 1
O 1.10297 1.02818 -0.24537
O 1.57108 -0.92793 -0.35600
N -2.06544 -0.47054 -0.17491
N -0.34801 1.00871 -0.01012
C 0.25754 -1.15201 0.10430
C -0.76168 -0.22398 -0.24496
H -2.59829 0.46806 -0.28428
H 1.92377 0.01567 0.12165
H 0.34816 -0.89583 1.13595
H 1.26530 1.47391 0.70457
H -0.72804 1.92032 -0.46635
H 0.03265 -2.24454 -0.28449
*
```

=====

Short version: version a is the most stable of them.